(1)
Density functional theory data (ωB97M-V/def2-TZVPD) for one molecule with the formula C23H34N4O2.

```
! wB97M-V def2-TZVPD RIJCOSX def2/J DEFGRID3
* xyz 0 1
C 8.1958 2.2140 0.7887
H 8.3196 1.6037 1.6808
H 8.7088 3.1604 0.9437
H 8.6612 1.6989 -0.0482
C 6.7110 2.4520 0.5069
C 6.0285 1.1406 0.2623
C 5.4370 0.7935 -0.8713
C 4.8910 -0.5664 -1.1423
O 5.3766 -1.2564 -2.0222
N 3.8858 -1.0071 -0.3483
C 3.3452 -2.3351 -0.5452
C 1.8994 -2.2718 -1.0280
H 1.8558 -1.7851 -2.0028
H 1.5216 -3.2865 -1.1436
C 1.0255 -1.4732 -0.0469
N -0.3434 -1.4572 -0.5605
C -1.0827 -2.6765 -0.2820
C -1.6101 -2.7783 1.1572
H -2.2196 -3.6785 1.2413
H -0.7751 -2.8655 1.8569
C -2.4486 -1.5542 1.5351
C -3.7944 -1.5497 0.8148
O -4.1053 -2.3145 -0.0737
N -4.6567 -0.6262 1.3119
H -4.2971 0.0840 1.9316
C -5.8322 -0.2345 0.5762
C -5.6549 1.1231 -0.0589
N -4.6123 1.8345 0.3493
C -4.4091 3.0274 -0.1844
C -5.2339 3.5811 -1.1480
C -6.3303 2.8427 -1.5700
C -6.5472 1.5929 -1.0186
H -7.3847 0.9845 -1.3234
H -7.0014 3.2351 -2.3202
H -5.0262 4.5572 -1.5570
H -3.5402 3.5572 0.1850
H -6.7025 -0.2152 1.2441
H -6.0008 -0.9941 -0.1930
C -1.6653 -0.2755 1.2029
C -1.1853 -0.3202 -0.2548
H -2.0629 -0.3996 -0.9048
H -0.6704 0.6046 -0.5148
H -2.2835 0.6127 1.3464
H -0.8056 -0.2056 1.8741
H -2.6622 -1.5786 2.6116
H -1.9347 -2.7032 -0.9641
H -0.4518 -3.5396 -0.4964
C 1.6568 -0.0853 0.0880
C 3.1108 -0.2021 0.5602
H 3.5527 0.7916 0.6352
H 3.1332 -0.6714 1.5528
H 1.6356 0.4153 -0.8814
H 1.1185 0.5274 0.8114
H 1.0765 -1.9618 0.9437
H 3.3975 -2.8770 0.4076
H 3.9759 -2.8398 -1.2789
H 5.4572 1.4488 -1.7319
H 6.0489 0.4486 1.0957
C 6.0504 3.1688 1.6868
H 6.5401 4.1220 1.8720
H 4.9984 3.3559 1.4811
H 6.1239 2.5635 2.5880
H 6.6163 3.0772 -0.3869
*
```

Energy above the lowest of the compared OMol25 structures with the same formula, charge and spin ... 123.5 kJ/mol
Total energy ... -1266.347599 a.u.

Atomic partial charges in e from the Mulliken method, atoms 1 to 5:
1 C -1.537
2 H 0.354
3 H 0.433
4 H 0.356
5 C 0.681

(2)
Density functional theory data (ωB97M-V/def2-TZVPD) for one molecule with the formula C23H34N4O4S at a distorted geometry.

```
! wB97M-V def2-TZVPD RIJCOSX def2/J DEFGRID3
* xyz 0 1
C -1.2703 -3.6065 1.7820
H -1.3663 -2.7549 2.4509
H -0.4331 -3.4302 1.1126
H -1.0678 -4.4912 2.3812
C -2.5419 -3.8154 0.9633
N -2.7545 -2.7242 0.0319
C -3.3633 -3.1126 -1.2221
C -4.7605 -3.7412 -1.1250
H -5.1331 -3.9633 -2.1216
H -5.4600 -3.0624 -0.6419
H -4.7289 -4.6659 -0.5540
H -2.6860 -3.8208 -1.7087
H -3.4186 -2.2225 -1.8538
C -3.2987 -1.5111 0.6091
C -2.5781 -0.2766 0.0556
H -3.1056 0.6301 0.3584
H -2.5946 -0.3139 -1.0344
C -1.1160 -0.2556 0.5109
N -0.3395 0.7703 -0.1593
C -0.3110 2.0567 0.2419
N -1.0258 2.3902 1.3436
C -1.1996 3.7477 1.7965
C -2.5554 4.3380 1.3976
C -2.7626 4.3290 -0.1139
O -3.1151 3.0222 -0.5238
C -3.1012 2.8733 -1.9190
H -2.0972 3.0507 -2.3226
H -3.4047 1.8500 -2.1304
H -3.8016 3.5682 -2.3990
H -3.5659 5.0292 -0.3942
H -1.8404 4.6450 -0.6205
H -2.6089 5.3643 1.7613
H -3.3627 3.7636 1.8575
H -1.1031 3.7604 2.8880
H -0.3925 4.3433 1.3632
H -1.7737 1.7683 1.6076
S 0.6293 3.1892 -0.5392
C 0.4322 0.3423 -1.3131
C 1.8218 -0.0991 -0.9232
C 2.8814 0.7432 -0.9661
C 4.1914 0.3422 -0.5748
C 4.3712 -0.9876 -0.1467
N 3.2829 -1.8129 -0.1251
C 1.9927 -1.4728 -0.4741
O 1.1107 -2.3154 -0.3957
H 3.4111 -2.7710 0.1801
C 5.6309 -1.4656 0.2493
C 6.6719 -0.5795 0.2005
C 6.5009 0.7508 -0.2237
C 5.2849 1.2307 -0.6124
H 5.1501 2.2491 -0.9341
O 7.7093 1.3938 -0.1674
C 8.6381 0.4442 0.3015
O 7.9784 -0.7855 0.5256
H 9.0859 0.7966 1.2443
H 9.4338 0.3019 -0.4469
H 5.7699 -2.4826 0.5762
H 2.7401 1.7623 -1.2949
H 0.5007 1.1778 -2.0141
H -0.0951 -0.4937 -1.7773
H -1.0442 -0.1299 1.5959
H -0.6745 -1.2213 0.2604
H -3.1656 -1.5418 1.6928
H -4.3773 -1.4090 0.4142
H -2.4227 -4.7295 0.3781
H -3.4014 -3.9589 1.6410
*
```

Energy above the lowest of the compared OMol25 structures with the same formula, charge and spin ... 103.9 kJ/mol
Total energy ... -1814.996955 a.u.

Atomic partial charges in e from the Mulliken method, atoms 1 to 5:
1 C -1.123
2 H 0.263
3 H 0.180
4 H 0.459
5 C -0.702